1.
A single C4H7NO2 molecule. Source: the Open Molecules 2025 dataset; level of theory: ωB97M-V with the def2-TZVPD basis set.

Output
- HOMO-LUMO gap (eV) = 10.35
- SMILES string = O=C1CNC[C@@H]1O
- relative energy (zero: lowest compared OMol25 entry of this formula, charge and spin) (kJ/mol) = 122.1
- spin multiplicity = 1
- total energy (eV) = -9846.0146
- LUMO energy (eV) = 0.87
- HOMO level (Ha) = -0.34840

Atoms and positions in Å:
H -1.42743 1.12745 -1.84211
C -0.81114 -0.67104 0.64626
H 2.23075 0.47286 0.62115
H 0.81399 -1.70407 1.34971
H -1.53065 -0.72635 1.46731
H -0.87216 1.49507 0.64158
C -0.83705 0.66594 -0.08595
O -1.85030 0.78373 -1.03832
C 1.46487 -0.16265 0.15928
H -1.05811 -1.45372 -0.08995
H 1.97802 -0.89926 -0.47611
N 0.56530 -0.74227 1.16105
C 0.54517 0.66226 -0.71754
O 0.78874 1.15207 -1.79638

***

2.
A molecular structure, C4H7NO2 at a distorted geometry. Source: the Open Molecules 2025 dataset; level of theory: ωB97M-V with the def2-TZVPD basis set.

Output
- HOMO-LUMO gap (spin up / spin down) (eV) = 8.13 / 8.13
- relative energy (zero: lowest compared OMol25 entry of this formula, charge and spin) (kJ/mol) = 897.8
- spin multiplicity = 1
- total energy (eV) = -9837.9743
- LUMO energy (spin up / spin down) (eV) = -0.51 / -0.50
- HOMO level (spin up / spin down) (Ha) = -0.31742 / -0.31734

Atoms and positions in Å:
O -0.66848 -2.08800 -0.56165
H -0.22072 1.11766 -1.84262
C 1.61886 -0.39880 0.51357
N -0.89285 -0.94210 0.22064
C -1.42599 0.95612 0.19279
H -2.03694 1.73550 -0.27084
C -0.00569 1.06695 -0.72601
C 0.24484 -0.17807 -0.01253
O 0.54076 2.11976 -0.27977
H -1.30114 -2.78857 -0.33982
H -1.75406 0.73539 1.22435
H 2.18613 0.54156 0.49210
H 2.12870 -1.11014 -0.14481
H 1.58659 -0.76727 1.53461

***

3.
A single C4H7NO2 molecule at a distorted geometry. Source: the Open Molecules 2025 dataset; level of theory: ωB97M-V with the def2-TZVPD basis set.

Output
- HOMO-LUMO gap (eV) = 8.58
- SMILES string = C[C@@]1(O)O/C1=C/N
- relative energy (zero: lowest compared OMol25 entry of this formula, charge and spin) (kJ/mol) = 286.3
- spin multiplicity = 1
- total energy (eV) = -9844.3120
- LUMO energy (eV) = 0.85
- HOMO level (Ha) = -0.28385

Atoms and positions in Å:
C 0.80495 0.23696 0.10817
C 0.82670 1.55808 0.01714
H -0.20317 3.28184 -0.29375
C -0.38258 -1.90610 -0.72528
H 1.76435 2.09934 0.01147
O 1.53434 -0.79110 0.58919
O -0.87699 -0.99059 1.41224
H -1.07921 1.92914 -0.62715
N -0.36246 2.31509 -0.01621
H 0.31015 -1.79759 -1.55810
C -0.04096 -0.91573 0.35158
H -0.31487 -2.91228 -0.32038
H -0.57219 -0.38429 2.10625
H -1.40808 -1.72279 -1.05516

***

4.
A single C4H7NO2 molecule at a distorted geometry. Source: the Open Molecules 2025 dataset; level of theory: ωB97M-V with the def2-TZVPD basis set.

Output
- HOMO-LUMO gap (eV) = 9.29
- relative energy (zero: lowest compared OMol25 entry of this formula, charge and spin) (kJ/mol) = 331.2
- spin multiplicity = 1
- total energy (eV) = -9843.8472
- LUMO energy (eV) = 0.29
- HOMO level (Ha) = -0.33067

Atoms and positions in Å:
H -0.99776 1.05706 1.49865
H 2.37726 -0.81436 1.39864
C -0.72777 -0.68295 -0.62195
H -0.55250 -2.65191 -1.13888
C -0.69554 1.52889 0.56051
O -1.94584 -0.62730 -0.62319
C 0.10412 0.59522 -0.32187
H -1.59645 1.79244 0.00303
H -0.10826 2.42360 0.77220
H 0.97355 -1.84725 -0.87867
H 0.36301 1.04711 -1.27822
O 1.40266 0.21180 0.17510
C 1.43007 -0.22696 1.41552
N -0.02655 -1.80540 -0.96086